Record 1
Entry from the Open Molecules 2025 dataset: a molecular structure, C6H7NO2 (ωB97M-V/def2-TZVPD).

E_LUMO = 0.519 eV
2S+1 = 1
energy = -437.9034 Ha
energy above the lowest of the compared OMol25 structures with the same formula, charge and spin = 4.474 eV

XYZ file:
```
16
Properties=species:S:1:pos:R:3:forces:R:3:lowdin_charge:R:1
C 0.652017 1.069872 1.705504 -0.156 0.036 0.312 -0.05
C 0.010413 1.168330 0.290146 0.982 -0.561 -0.048 -0.16
C 0.435375 0.095707 -0.740071 -0.159 -1.879 -0.300 -0.28
C -0.379967 -1.924249 -1.365002 0.959 -0.011 -0.131 -0.06
C -0.708705 -0.859100 -0.355535 0.161 1.622 -2.018 -0.12
C -1.403941 0.508043 -0.053475 0.470 -0.262 0.742 -0.29
H 0.151320 1.733067 2.459436 0.309 -0.590 -0.812 0.09
H 0.741741 0.050293 2.148772 -0.339 0.635 -0.548 0.09
H 1.685792 1.435676 1.579730 -0.392 -0.117 0.169 0.08
H 0.244998 2.165207 -0.093406 -0.697 -0.017 0.096 0.14
H 0.188060 0.440980 -1.758131 -0.134 0.393 0.268 0.16
H -0.953585 -2.784723 -1.707642 0.172 0.346 -0.017 0.12
H -0.573606 -1.297696 0.588557 0.499 -0.445 1.722 0.13
N 0.905429 -1.908306 -1.608535 -1.714 -0.213 0.291 0.07
O 1.506996 -0.816644 -0.979184 0.818 0.655 0.388 -0.08
O -2.502336 0.923543 -0.111164 -0.778 0.410 -0.114 0.16
```
Forces are in eV/Å.

Record 2
Entry from the Open Molecules 2025 dataset: a single C6H7NO2 molecule (ωB97M-V/def2-TZVPD).

E_LUMO = 0.602 eV
SMILES = C/N=C1\OC=C\C1=C\O
2S+1 = 1
energy = -437.9883 Ha
energy above the lowest of the compared OMol25 structures with the same formula, charge and spin = 2.163 eV

XYZ file:
```
16
Properties=species:S:1:pos:R:3:forces:R:3:lowdin_charge:R:1
C -0.932016 -0.324975 2.252565 1.687 -0.634 1.909 -0.13
N -0.684817 -0.709869 0.878990 -0.634 1.152 -0.351 -0.01
C -0.072060 0.182644 0.158978 -1.292 -2.637 0.734 -0.34
O 0.317177 1.390244 0.586964 0.087 0.388 0.312 0.04
C 1.046428 1.976496 -0.439823 -0.639 -3.103 -2.899 -0.03
C 1.093997 1.079729 -1.519578 -0.859 1.912 2.715 0.01
C 0.331772 -0.095341 -1.204714 0.110 2.285 2.358 -0.16
C -0.001269 -1.252032 -1.760140 1.533 0.390 -0.587 -0.16
O -0.532382 -2.228255 -1.144462 -1.683 -2.345 0.344 0.10
H -1.592289 -1.029228 2.903340 1.375 0.769 -1.591 0.09
H -1.395262 0.677563 2.388629 0.622 -0.438 -0.230 0.07
H 0.208813 -0.358172 2.609779 -2.678 0.460 0.528 0.12
H 1.221154 3.012900 -0.305157 0.591 0.484 -0.026 0.11
H 1.465794 1.178085 -2.465575 1.292 0.945 -2.070 0.08
H 0.339819 -1.530013 -2.703608 0.414 -0.182 -1.835 0.12
H -0.814857 -1.969776 -0.236189 0.072 0.553 0.691 0.07
```
Forces are in eV/Å.

Record 3
Entry from the Open Molecules 2025 dataset: 2 unconnected molecules or ions with the total composition C6H7NO2S (ωB97M-V/def2-TZVPD).

E_LUMO = 0.563 eV
SMILES = O=C=C1CC1.CSN=C=O
2S+1 = 1
energy = -836.1149 Ha
energy above the lowest of the compared OMol25 structures with the same formula, charge and spin = 4.058 eV

XYZ file:
```
17
Properties=species:S:1:pos:R:3:forces:R:3:lowdin_charge:R:1
O -0.222064 1.860000 -1.456554 1.506 -1.270 1.261 0.13
C 0.561121 1.274775 -0.776811 -0.415 0.773 -0.304 -0.15
C 1.361592 0.569274 -0.030347 0.685 1.615 -0.737 -0.27
C 2.748291 -0.063785 0.179373 -2.664 1.579 1.253 -0.01
C 1.748519 0.126897 1.331494 0.605 2.491 0.101 -0.09
H 3.550375 0.667737 0.248267 0.193 -0.708 -0.470 0.11
H 2.692653 -1.016925 -0.265302 1.137 -0.912 -0.497 0.07
H 1.030610 -0.575323 1.643772 -0.047 -1.408 0.867 0.07
H 1.989622 0.945981 2.091738 -0.374 -1.296 -1.128 0.14
C -3.261371 0.163798 -0.313337 1.592 1.136 1.054 -0.35
S -1.932985 -0.343445 0.811724 -0.752 0.115 1.362 0.84
N -1.008634 -1.157063 -0.251254 1.106 -1.108 -0.549 -0.27
C 0.108577 -1.445940 -0.606825 -0.382 -1.032 -2.426 -0.42
O 0.969703 -1.939160 -1.277124 -0.856 0.564 1.672 0.12
H -3.907420 0.752060 0.338556 -0.144 0.035 -0.169 0.03
H -3.785915 -0.658026 -0.750368 -0.070 -0.341 -0.503 0.03
H -2.642678 0.839145 -0.917002 -1.119 -0.233 -0.788 0.02
```
Forces are in eV/Å.